No. 1
Entry from OMol25: a molecular structure, C45H56N2O3P2PdS2Si in a non-equilibrium geometry (the ωB97M-V functional and the def2-TZVPD basis).

Structure (XYZ):
```
112
C45H56N2O3P2PdS2Si the ωB97M-V functional and the def2-TZVPD basis
Pd 0.07272 -0.17647 0.83702
C 3.99830 -1.79585 0.29925
C 4.05232 -0.48603 -0.48739
C 5.30137 0.28928 -0.07661
C 4.06726 -0.77278 -1.98795
O 2.85522 0.19773 -0.16131
Si 2.45261 1.80371 -0.24043
S 0.48448 2.29193 -0.15659
O 3.23746 2.25433 -1.65972
C 3.56224 3.53633 -2.15861
C 2.64704 4.63533 -1.62172
C 5.01237 3.84163 -1.77801
C 3.42584 3.45222 -3.67856
O 3.42088 2.58401 0.88173
C 3.25127 2.76324 2.28372
C 4.63931 3.09234 2.82820
C 2.71909 1.49253 2.93513
C 2.30135 3.93305 2.53423
H 4.93214 -2.35721 0.19515
H 3.17311 -2.41856 -0.04308
H 3.82761 -1.58376 1.35511
H 6.19149 -0.27807 -0.36507
H 5.31643 0.43705 1.00413
H 5.33149 1.26747 -0.55197
H 4.91674 -1.41326 -2.24777
H 4.12923 0.15708 -2.55177
H 3.14326 -1.28126 -2.26751
H 2.76289 4.74168 -0.54341
H 1.60318 4.39398 -1.81592
H 2.89831 5.58718 -2.10048
H 5.11397 3.83731 -0.69241
H 5.32127 4.81783 -2.16329
H 5.67488 3.07713 -2.19111
H 2.39705 3.20488 -3.94179
H 4.07662 2.66513 -4.06494
H 3.69651 4.39923 -4.15272
H 5.31226 2.24550 2.68134
H 4.59520 3.32196 3.89533
H 5.05021 3.95592 2.29965
H 3.36369 0.64559 2.68626
H 1.71321 1.25312 2.58654
H 2.68368 1.59761 4.02202
H 2.71989 4.84998 2.10867
H 2.14873 4.08200 3.60628
H 1.34193 3.73425 2.05867
C -1.75867 -2.93246 0.78137
N -3.02121 -2.68790 0.09636
C -3.34494 -1.40219 -0.49742
P -2.30066 0.03068 0.06083
C -3.17648 1.26593 -0.98954
C -4.47860 1.70899 -0.76502
C -5.07428 2.61742 -1.62666
C -4.36921 3.09930 -2.72319
C -3.06856 2.67460 -2.94763
C -2.47270 1.76583 -2.08234
C -3.09664 0.39232 1.67281
C -2.72156 1.58142 2.30077
C -3.18404 1.88867 3.56618
C -4.01612 1.00363 4.24272
C -4.38707 -0.18288 3.63417
C -3.93559 -0.48465 2.35364
C -3.93734 -3.70634 -0.05972
C -3.92384 -4.86836 0.73988
C -4.85193 -5.87426 0.55370
C -5.84157 -5.78039 -0.41719
C -5.87871 -4.63732 -1.19759
C -4.95557 -3.61769 -1.03071
P -0.10432 -2.38922 0.02776
C 0.82407 -3.63718 1.04803
C 0.99809 -4.97824 0.70831
C 1.67684 -5.84339 1.55461
C 2.17170 -5.38348 2.76925
C 1.98655 -4.05622 3.12442
C 1.32946 -3.18603 2.26415
C -0.09864 -3.31854 -1.58222
C -1.22931 -3.68290 -2.31256
C -1.11725 -4.23594 -3.58452
C 0.12780 -4.43703 -4.15610
C 1.26645 -4.07334 -3.44360
C 1.14982 -3.51540 -2.18427
H -1.67680 -4.00394 0.93930
H -1.73516 -2.44213 1.76384
H -4.40192 -1.18110 -0.30697
H -3.21864 -1.42764 -1.59193
H -5.02165 1.34758 0.10156
H -6.08700 2.95513 -1.43840
H -4.83048 3.81667 -3.39248
H -2.50391 3.06394 -3.78618
H -1.44030 1.46620 -2.22267
H -2.01489 2.24175 1.80746
H -2.85739 2.80231 4.04780
H -4.33574 1.22224 5.25390
H -5.00804 -0.89657 4.16262
H -4.22120 -1.43154 1.90913
H -3.20101 -4.97292 1.53480
H -4.80444 -6.74451 1.19818
H -6.56438 -6.57434 -0.55376
H -6.63767 -4.52739 -1.96418
H -5.01658 -2.75142 -1.67186
H 0.60263 -5.35742 -0.22690
H 1.81214 -6.88013 1.26685
H 2.69575 -6.05892 3.43558
H 2.35375 -3.68255 4.07256
H 1.19981 -2.14265 2.53206
H -2.21442 -3.54618 -1.89344
H -2.01735 -4.51077 -4.12269
H 0.21548 -4.86541 -5.14780
H 2.25070 -4.21362 -3.87604
H 2.04679 -3.22504 -1.65063
S -0.59328 -0.73142 5.82415
C -0.37804 -0.53488 4.17801
N -0.22305 -0.41097 3.03091
```

Output
max |F| = 1.44 eV Å⁻¹
charge = -2
energy above the lowest of the compared OMol25 structures with the same formula, charge and spin = 63.9 kJ/mol
Kohn-Sham gap = 4.8 eV

***

No. 2
Entry from OMol25: C22H26N2O2 in the gas phase (the ωB97M-V functional and the def2-TZVPD basis).

Structure (XYZ):
```
52
C22H26N2O2 the ωB97M-V functional and the def2-TZVPD basis
C 2.69906 4.83978 3.51773
H 3.01431 3.80806 3.37571
H 3.58480 5.46412 3.61191
H 2.13618 4.89455 4.44651
C 1.83009 5.31110 2.34903
C 0.61322 4.44166 2.20340
C -0.61590 4.79930 2.72588
C -1.73458 3.97001 2.62401
C -1.66978 2.74539 1.99731
C -0.44681 2.35058 1.46117
C 0.67347 3.20073 1.57097
N 1.73114 2.56870 0.96444
C 1.32778 1.37434 0.47465
C -0.00882 1.17835 0.74847
C -0.84705 0.03966 0.42571
O -1.97711 -0.09379 0.85403
C -0.22785 -1.03928 -0.47436
N -1.25642 -1.98477 -0.86056
H -2.01523 -1.93621 -0.18284
C -0.79158 -3.34168 -1.03740
C -1.95582 -4.25435 -1.40799
C -1.49254 -5.69530 -1.64091
O -0.83487 -6.28474 -0.54194
C -1.67127 -6.59433 0.54432
H -2.52957 -7.19794 0.22323
H -2.04136 -5.69675 1.05167
H -1.06590 -7.17099 1.24170
H -0.75553 -5.71680 -2.44817
H -2.35587 -6.31328 -1.93400
H -2.42443 -3.88588 -2.32078
H -2.70552 -4.22603 -0.61431
H -0.05883 -3.34014 -1.85210
H -0.28842 -3.74111 -0.13729
C 0.38029 -0.45259 -1.72467
C -0.36039 0.43565 -2.49426
C 0.16438 0.95394 -3.66359
C 1.43226 0.58399 -4.08186
C 2.17033 -0.31145 -3.32790
C 1.64565 -0.82795 -2.15542
H 2.22471 -1.53107 -1.57128
H 3.15586 -0.61164 -3.65426
H 1.84185 0.98800 -4.99614
H -0.41708 1.64739 -4.25341
H -1.35175 0.71208 -2.16883
H 0.56735 -1.52368 0.12854
H 2.01989 0.73096 -0.03272
H 2.66257 2.94204 0.88723
H -2.52856 2.09927 1.91893
H -2.66901 4.30368 3.05048
H -0.71314 5.75197 3.22659
H 2.41572 5.29443 1.42570
H 1.52006 6.34200 2.52768
```

Output
max |F| = 0.85 eV Å⁻¹
SMILES = CCc1cccc2c(C(=O)[C@@H](NCCCOC)c3ccccc3)c[nH]c12
charge = 0
energy above the lowest of the compared OMol25 structures with the same formula, charge and spin = 182.3 kJ/mol
Kohn-Sham gap = 8.6 eV

***

No. 3
Entry from OMol25: 8 unconnected molecules or ions with the total composition C21H49IN3O10S3 in a non-equilibrium geometry (the ωB97M-V functional and the def2-TZVPD basis).

Structure (XYZ):
```
87
C21H49IN3O10S3 the ωB97M-V functional and the def2-TZVPD basis
C -3.42375 -3.32012 -1.05889
C -3.02544 -2.02273 -1.69480
O -2.19620 -1.97438 -2.61695
N -3.56543 -0.67432 -1.10460
H -4.48827 -1.05422 -0.58009
H -2.98281 -0.27294 -0.35098
C -3.80278 0.26745 -2.23778
H -2.52420 -3.94918 -0.70827
H -3.68350 -3.89815 -1.86990
H -4.36503 -3.24068 -0.38335
H -2.95501 0.64199 -2.69574
H -4.21945 1.10669 -1.72145
H -4.45073 0.07379 -2.86028
C 2.09179 1.99684 0.64605
C 1.25326 1.20420 -0.22143
O 1.08326 1.53461 -1.41372
N 0.42803 0.03527 0.29809
H 0.76253 -0.08564 1.09389
H -0.70414 0.32095 0.31819
C 0.31554 -1.18766 -0.60497
H 3.15700 1.61054 0.38826
H 2.11814 1.86979 1.77223
H 1.92212 2.93926 0.65363
H 0.94914 -1.86586 -0.41639
H 0.11687 -0.78969 -1.63677
H -0.76295 -1.64255 -0.40812
C -5.41395 0.27265 4.11549
C -4.01829 0.15552 3.74692
O -3.17486 0.43754 4.58409
N -3.60841 -0.48600 2.45136
H -4.47521 -0.85706 1.87011
H -3.04895 0.07187 1.88270
C -2.86400 -1.69990 2.76041
H -5.92624 -0.62940 4.10157
H -5.96108 0.80118 3.43113
H -5.36062 0.79084 5.21525
H -1.95016 -1.35746 3.03914
H -2.83860 -2.03767 1.69959
H -3.35905 -2.40425 3.38815
I 1.74174 -0.80372 3.50146
O -2.04530 0.58156 0.59511
H -2.02220 1.51311 0.66542
C 4.68071 -2.78847 1.21302
C 4.64761 -1.31538 1.10008
C 5.49959 -1.02899 0.08825
S 5.23017 -2.04694 -1.28720
O 6.42245 -2.37423 -1.92509
O 4.14636 -1.63074 -2.00312
C 4.66504 -3.41883 -0.25026
H 4.08783 -3.09622 2.01015
H 5.65655 -2.93442 1.62640
H 4.82206 -0.96746 2.21635
H 3.61192 -0.89128 0.81625
H 6.58446 -1.03226 0.41426
H 5.31699 0.00250 -0.21697
H 5.22228 -4.19048 -0.16682
H 3.63726 -3.63833 -0.61962
C 1.03950 -1.46878 -5.06512
C 0.62065 0.07329 -4.91194
C 1.82601 0.71816 -5.43826
S 2.64622 -0.25909 -6.65736
O 3.99462 -0.44477 -6.14878
O 2.47965 0.06809 -8.05069
C 1.69822 -1.64188 -6.45997
H 0.21019 -2.13623 -4.94373
H 1.56561 -1.50383 -3.95747
H 0.25850 0.16997 -3.87162
H -0.03811 0.19509 -5.63863
H 2.53534 0.92831 -4.61595
H 1.57094 1.60268 -6.21836
H 2.28882 -2.47035 -6.58471
H 0.72443 -1.55352 -7.13761
C 0.34770 3.58013 4.24406
C -1.06041 3.34971 4.72947
C -1.73019 3.20325 3.49048
S -1.20397 4.27923 2.43726
O -2.11292 5.43771 2.31071
O -0.90364 3.50233 1.27206
C 0.28951 4.62815 3.30043
H 0.71694 2.58665 3.90773
H 0.90947 3.99788 5.06236
H -1.28616 4.14331 5.34163
H -1.07735 2.58087 5.71154
H -2.85629 3.04920 3.53434
H -1.30805 2.20393 3.22556
H -0.00709 5.68887 3.82887
H 0.90781 4.87107 2.65423
```

Output
max |F| = 11.29 eV Å⁻¹
charge = +1
Kohn-Sham gap = 4.9 eV

***

- max |F| of number 1 (C45H56N2O3P2PdS2Si)?
  1.44 eV Å⁻¹